A structure of composition C27H34F3Ge2MgN4O4S at a distorted geometry, computed with ωB97M-V with the def2-TZVPD basis set.

Output
- total charge = -1
- energy (Eh) = -6621.11784
- E_HOMO (eV) = -4.9
- strongest force on any atom (Eh/bohr) = 0.02856

CARTESIAN COORDINATES (ANGSTROEM)
Mg (-0.5226, -1.7124, -2.6941)
C (-3.6819, 0.0525, 0.8518)
C (-3.0154, 1.3682, 0.4387)
Ge (-1.0562, 1.3150, 0.5538)
C (-0.2367, 2.5675, -0.6862)
C (-0.8953, 3.9463, -0.5629)
C (-0.7070, 1.8274, 2.4344)
C (-0.2306, 0.7472, 3.0780)
Ge (0.0017, -0.6063, 1.6539)
C (-0.9071, -2.3142, 1.9262)
C (-0.4420, -3.0981, 3.1577)
C (1.9236, -0.9317, 1.4048)
C (2.7019, 0.3613, 1.1421)
C (0.1066, 0.6756, 4.5262)
C (-0.3658, 1.6218, 5.4398)
C (-0.0271, 1.5541, 6.7813)
C (0.7937, 0.5328, 7.2475)
C (1.2638, -0.4206, 6.3572)
C (0.9189, -0.3471, 5.0137)
H (-4.7683, 0.1004, 0.7431)
H (-3.4666, -0.1845, 1.8977)
H (-3.3232, -0.7762, 0.2403)
H (-3.3225, 2.1747, 1.1096)
H (-3.3137, 1.6534, -0.5692)
H (-0.3260, 2.1846, -1.7042)
H (0.8291, 2.6197, -0.4564)
H (-1.9614, 3.9012, -0.7954)
H (-0.4457, 4.6615, -1.2543)
H (-0.7938, 4.3500, 0.4480)
H (-0.8885, 2.7793, 2.9419)
H (-0.7171, -2.8956, 1.0228)
H (-1.9807, -2.1253, 1.9658)
H (0.6338, -3.2926, 3.1266)
H (-0.9407, -4.0693, 3.2136)
H (-0.6550, -2.5624, 4.0838)
H (2.0695, -1.6650, 0.6043)
H (2.2918, -1.4103, 2.3158)
H (2.3122, 0.8976, 0.2749)
H (3.7623, 0.1666, 0.9664)
H (2.6262, 1.0381, 1.9959)
H (-1.0171, 2.4141, 5.0914)
H (-0.4079, 2.2988, 7.4698)
H (1.0567, 0.4784, 8.2963)
H (1.8974, -1.2263, 6.7072)
H (1.2874, -1.0968, 4.3250)
C (-0.0838, -0.9885, -4.7615)
C (0.9933, -0.0353, -4.6373)
C (2.3458, -0.4476, -4.5157)
C (3.3730, 0.4534, -4.3147)
C (3.1112, 1.8220, -4.2213)
C (1.7867, 2.2574, -4.3357)
C (0.7627, 1.3586, -4.5374)
C (4.1893, 2.7596, -4.0403)
N (5.0572, 3.5025, -3.8949)
H (0.1945, -1.8868, -5.3134)
H (-0.9938, -0.5460, -5.1714)
H (2.5706, -1.5072, -4.5784)
H (4.3952, 0.1046, -4.2305)
H (1.5677, 3.3161, -4.2696)
H (-0.2524, 1.7309, -4.6219)
F (-2.0308, -5.5746, -2.2115)
C (-1.5018, -4.6711, -1.3929)
F (-1.4310, -5.1818, -0.1692)
F (-2.3039, -3.5950, -1.3701)
S (0.1547, -4.1563, -2.0031)
O (0.9953, -5.2864, -1.7973)
O (0.4509, -2.9305, -1.2216)
O (-0.1352, -3.7216, -3.3766)
N (-2.4882, 3.3607, -4.3049)
C (-2.7947, 2.3889, -3.7541)
N (-3.2392, 1.3089, -3.1478)
C (-2.5681, 0.3578, -2.6507)
N (-2.0562, -0.5602, -2.1279)
O (0.9284, -0.2467, -1.7525)
H (1.6924, -0.0872, -2.3306)
H (1.2496, -0.8522, -1.0697)